# 1
A 2-piece molecular cluster, C4H10N2O overall in a non-equilibrium geometry, computed with ωB97M-V with the def2-TZVPD basis set.

Geometry as XYZ:
```
17
Properties=species:S:1:pos:R:3:forces:R:3
H 0.634545 -0.734733 1.496734 0.0540 -0.0610 -0.0498
N 3.063307 -0.279066 0.033690 -0.0563 -0.1574 0.7626
H 3.317752 -1.250022 -0.146225 0.1635 0.0225 -0.1900
H -0.986705 -1.530693 1.542762 0.0358 -0.0931 -0.0164
N -0.619736 -0.325596 -0.118848 0.0797 1.1298 1.4199
H 3.925593 0.259401 -0.034224 0.0866 -0.0544 -0.2579
O -2.765358 -0.600994 0.675237 -0.0953 0.2369 0.0143
C -2.347397 1.214189 -0.731663 -0.0306 -0.1543 -0.2980
C -0.149625 -1.238911 0.917308 -0.3158 -0.0921 -0.2574
H 0.300301 -2.119203 0.454712 0.0688 0.0062 -0.0020
C -1.980875 0.065141 0.000069 0.3675 -1.0547 -0.2610
H 0.361722 0.920584 -1.524927 -0.0979 0.0196 0.0412
H -3.384562 1.509574 -0.681609 0.0220 0.1012 -0.0592
H 1.442736 0.207291 -0.241809 -0.5442 -0.0120 -0.6400
H 0.403345 1.517190 0.156593 -0.1219 -0.0679 0.0746
C 0.415460 0.623338 -0.476537 0.4601 0.0067 -0.4233
H -1.630508 1.762515 -1.321267 -0.0760 0.2242 0.1425
```
Forces are in eV/Å.

Calculated values
E_HOMO, eV: -7.141
LUMO energy, eV: -4.1
Kohn-Sham gap, hartree: 0.11050
Charge: 0

***

# 2
A 2-piece molecular cluster, C4H10N2O overall, computed with ωB97M-V with the def2-TZVPD basis set.

Geometry as XYZ:
```
17
Properties=species:S:1:pos:R:3:forces:R:3
H -0.529695 -1.707547 -2.073928 0.0430 0.0223 -0.1534
H 1.598413 -2.665484 -0.076881 0.0052 0.2209 0.1465
H -2.630329 0.588743 0.953597 -0.1527 -0.1440 -0.0498
N 0.903676 -0.359106 -1.201310 0.3025 -0.1300 0.0333
C 0.214519 2.260628 1.306966 0.0714 -0.1343 0.0649
H 0.243680 2.139276 2.395893 -0.0529 0.0030 -0.0104
C 0.506038 -1.651267 -1.720883 -0.3836 0.0920 0.2578
C -1.803768 1.121549 1.402770 -0.1603 0.0314 0.3438
O -0.199035 -3.500269 -0.377867 -0.1794 0.0167 0.1802
H 1.169029 0.281855 -1.930571 -0.0885 0.1324 -0.0560
C 0.634769 -2.668616 -0.617836 0.2984 -0.5975 -0.4159
H -1.838347 1.302516 2.485457 0.0032 -0.0402 -0.0608
N -0.863801 1.519936 0.675449 0.2809 0.1610 -0.1723
H 0.105643 3.317635 1.077110 -0.0330 0.1074 -0.0864
H 1.163395 1.931792 0.887320 0.0428 -0.0297 0.0108
H 0.160319 0.044578 -0.649120 -0.0707 0.3035 -0.0577
H 1.165496 -1.956220 -2.536166 0.0737 -0.0149 0.0252
```
Forces are in eV/Å.

Calculated values
E_HOMO, eV: -9.327
LUMO energy, eV: 1.0
Kohn-Sham gap, hartree: 0.38005
Charge: 0

***

# 3
A 2-piece molecular cluster, C4H10N2O overall in a non-equilibrium geometry, computed with ωB97M-V with the def2-TZVPD basis set.

Geometry as XYZ:
```
17
Properties=species:S:1:pos:R:3:forces:R:3
H 3.069656 -1.974317 0.811549 -0.1814 0.0193 0.3137
H 0.290692 -1.230491 0.797741 0.5306 0.2034 -0.3960
H -1.105270 -0.079388 -0.911702 -0.3908 -0.1790 -0.1920
C -2.733616 0.687093 0.304232 -0.6664 -0.5117 0.2222
H 2.389750 -1.811335 -1.288411 -0.5323 -0.0569 -0.0604
H 3.254862 -0.220661 1.190176 -0.6804 0.5839 0.0493
C -0.419018 -0.355003 0.855158 -0.5145 -0.1772 1.9152
C 2.783867 -0.958786 0.558434 0.7224 -0.7453 -0.2738
N 1.951897 0.159605 -1.481537 0.7668 0.3366 0.2077
H -3.459516 0.361044 -0.454648 -0.0166 0.1103 -0.1192
H 0.125420 0.579799 0.873124 0.4970 0.1379 -0.8468
H -0.748212 -0.423992 1.901397 -0.4295 -0.3096 -0.1645
H -2.985667 0.275885 1.298475 0.0604 0.1606 0.0609
H 2.192389 1.025642 -0.989685 -0.5603 0.0891 0.1263
N -1.485274 -0.493504 -0.053321 1.4481 0.6034 -0.3214
O -2.169277 1.801973 0.201695 0.2593 0.0583 -0.1180
C 2.375811 -0.848645 -0.778355 -0.3128 -0.3231 -0.4032
```
Forces are in eV/Å.

Calculated values
E_HOMO, eV: -7.733
LUMO energy, eV: -3.8
Kohn-Sham gap, hartree: 0.14298
Charge: 0

***

# 4
An isolated molecule of C4H10N2O in a non-equilibrium geometry, computed with ωB97M-V with the def2-TZVPD basis set.

Geometry as XYZ:
```
17
Properties=species:S:1:pos:R:3:forces:R:3
H -2.290632 0.237993 -0.269141 -0.1006 0.2294 -0.3283
H -0.836023 1.426197 -1.797513 -0.2073 -0.0630 0.0502
C -0.310865 0.679729 -1.201943 0.7119 0.3732 -0.2586
O 0.130611 -2.073972 2.309138 0.2766 -0.0041 0.4307
H 2.005467 0.499706 1.007858 0.0080 -0.2399 -0.3338
C 0.825612 1.367955 -0.462786 0.0104 0.4001 1.5486
C -0.386069 -1.795269 1.251048 0.2545 -0.6753 0.4881
H 0.408675 1.882572 0.418142 -0.0511 -0.0542 -0.0261
N 1.871395 0.414891 0.002722 -0.4515 0.7068 -0.3957
H 0.212375 0.039716 -1.918078 -0.2839 -0.1574 -0.1738
C -1.291669 -0.169274 -0.364053 0.8459 -0.6232 0.1132
H -1.303339 -1.124686 -0.886393 -0.7949 -0.0194 -0.1008
H -0.486122 -2.598312 0.506109 -0.3591 0.3323 -0.4824
H 1.539572 -0.513763 -0.205529 0.2596 -0.2334 0.2348
H 1.266351 2.203223 -1.018729 -0.0008 -0.4521 -0.3862
H -0.508484 0.086640 1.663840 -0.3774 0.3223 -0.2420
N -0.846853 -0.563354 0.965302 0.2597 0.1579 -0.1381
```
Forces are in eV/Å.

Calculated values
E_HOMO, eV: -9.340
LUMO energy, eV: 0.9
Kohn-Sham gap, hartree: 0.37665
Charge: 0

***

# 5
An isolated molecule of C4H10N2O in a non-equilibrium geometry, computed with ωB97M-V with the def2-TZVPD basis set.

Geometry as XYZ:
```
17
Properties=species:S:1:pos:R:3:forces:R:3
H 3.111269 0.739377 0.583806 0.0026 0.1009 -0.0126
N -0.379950 -0.974444 1.213230 -0.3114 -0.2760 1.1235
H -3.065017 0.437576 0.421731 0.0775 0.0127 -0.2122
C -1.250291 0.214636 -0.812212 -5.3015 -1.0886 1.5892
H -1.323302 -1.273326 1.463257 -0.0841 -0.1343 -0.3965
H -1.237470 1.300704 -0.948639 0.0999 -0.2865 -0.0781
H 1.708918 1.298573 1.524515 0.0073 0.0731 0.1025
H 2.137169 -0.413066 1.495251 -0.1353 -0.0330 0.0362
H -3.385499 -0.316287 -0.996127 0.0280 0.1174 0.1041
H -1.110889 -0.331177 -1.744507 0.1828 0.1695 0.0534
H 1.149431 1.223328 -0.902788 -0.3364 -0.0918 0.1020
H 1.753159 -1.506101 -0.693903 0.0005 0.1151 -0.0564
C 1.205955 0.304973 -0.312639 -1.8258 -1.0501 1.8384
C -0.346550 -0.238565 0.219017 4.9121 1.9314 -2.0031
O 1.671580 -0.681632 -1.192130 0.2821 -0.4333 -0.3446
N -2.733880 -0.282190 -0.217187 2.2280 0.9215 -1.5213
C 2.095367 0.497622 0.899324 0.1736 -0.0479 -0.3245
```
Forces are in eV/Å.

Calculated values
E_HOMO, eV: -9.004
LUMO energy, eV: 0.9
Kohn-Sham gap, hartree: 0.36215
Charge: 0

***

# 6
An isolated molecule of C4H10N2O in a non-equilibrium geometry, computed with ωB97M-V with the def2-TZVPD basis set.

Geometry as XYZ:
```
17
Properties=species:S:1:pos:R:3:forces:R:3
H -2.842168 1.185009 -2.217914 -1.3866 0.0564 -0.0854
H 0.639714 0.821631 -1.310591 0.4247 0.1367 -0.6367
H 1.688956 -2.066239 2.270620 -2.1170 0.0839 -1.8783
O -0.924338 1.141575 -2.843622 -0.2058 0.1665 -2.1362
C 0.625481 0.221028 0.840098 0.4431 3.2301 -1.9478
N -1.344988 1.045472 -0.688059 -0.7967 1.6905 3.1162
H -1.921062 1.326493 0.273696 1.5273 -0.9740 -3.9271
H 0.463196 2.317274 -0.300073 -0.4889 -1.1368 -0.0962
H 0.848433 -3.141560 1.045722 0.9626 0.9779 -0.9545
H 1.142305 -1.136954 -0.614110 0.6822 0.2184 2.8243
C -1.801661 1.164113 -2.031903 2.8044 -0.3141 3.2590
C 0.948733 -2.061873 1.317148 2.6942 -0.5719 1.6585
H 1.250589 0.913406 1.492400 -1.0664 -1.1394 -0.2215
N 1.396628 -0.941403 0.443570 -0.4929 -1.5538 -3.4122
H -0.276758 -0.198745 1.248149 -0.6545 0.9972 0.7840
H -0.052267 -1.833562 1.533096 -1.3945 0.0664 1.3389
C 0.159199 1.244334 -0.458228 -0.9351 -1.9341 2.3147
```
Forces are in eV/Å.

Calculated values
E_HOMO, eV: -9.050
LUMO energy, eV: 0.9
Kohn-Sham gap, hartree: 0.36577
Charge: 0

***

Number 1: calculated total energy -9330.7130 eV. Number 2: calculated total energy -9336.4018 eV. Number 3: calculated total energy -9330.2616 eV. Number 4: calculated total energy -9337.5068 eV. Number 5: calculated total energy -9336.2942 eV. Number 6: calculated total energy -9335.2654 eV.